This record from OMol25 describes an isolated molecule of C12H27BO. The level of theory is ωB97M-V/def2-TZVPD.

Summary:
ΔE to the lowest compared entry with this formula, charge and spin, eV: 0.000
SMILES: BCCCCCCCCCCCOC
E_HOMO, eV: -9.5
Total charge: 0
Gap between HOMO and LUMO, eV: 9.97
E_tot, Eh: -573.4209

Positions of all 41 atoms, in Å:
B1 -0.02 1.27 -3.85
C1 -0.61 1.10 -2.38
C2 -1.85 0.12 -2.28
C3 -1.48 -1.17 -1.46
C4 -2.36 -1.42 -0.19
C5 -2.72 -0.15 0.64
C6 -1.54 0.85 0.86
C7 -1.19 1.07 2.37
C8 -0.19 0.02 2.93
C9 1.30 0.32 2.53
C10 1.62 -0.36 1.14
C11 3.01 -1.06 1.07
O1 3.25 -1.44 -0.28
C12 3.72 -0.34 -1.06
H1 0.78 2.14 -4.01
H2 -0.30 0.54 -4.75
H3 0.23 0.70 -1.76
H4 -0.89 2.10 -1.98
H5 -2.76 0.62 -1.90
H6 -2.07 -0.20 -3.31
H7 -1.66 -2.03 -2.13
H8 -0.42 -1.23 -1.17
H9 -3.33 -1.84 -0.56
H10 -1.90 -2.23 0.40
H11 -3.60 0.38 0.24
H12 -3.02 -0.52 1.65
H13 -0.63 0.62 0.29
H14 -1.89 1.84 0.50
H15 -0.75 2.08 2.52
H16 -2.12 1.01 2.95
H17 -0.22 0.11 4.03
H18 -0.47 -1.02 2.67
H19 1.44 1.41 2.43
H20 1.99 -0.07 3.30
H21 1.56 0.43 0.37
H22 0.80 -1.07 0.93
H23 3.80 -0.38 1.44
H24 2.96 -1.99 1.65
H25 3.95 0.55 -0.44
H26 2.99 -0.03 -1.83
H27 4.60 -0.71 -1.61

natural (NBO) charges in e: number 1, B, carries 0.498; number 2, C, carries -0.790; number 3, C, carries -0.410; number 4, C, carries -0.408; number 5, C, carries -0.394; number 6, C, carries -0.413; number 7, C, carries -0.425; number 8, C, carries -0.389; number 9, C, carries -0.397; number 10, C, carries -0.406; number 11, C, carries -0.429; number 12, C, carries -0.060; number 13, O, carries -0.546; number 14, C, carries -0.262; number 15, H, carries -0.099; number 16, H, carries -0.097; number 17, H, carries 0.244; number 18, H, carries 0.241; number 19, H, carries 0.205; number 20, H, carries 0.204; number 21, H, carries 0.209; number 22, H, carries 0.198; number 23, H, carries 0.199; number 24, H, carries 0.203; number 25, H, carries 0.206; number 26, H, carries 0.205; number 27, H, carries 0.214; number 28, H, carries 0.203; number 29, H, carries 0.199; number 30, H, carries 0.200; number 31, H, carries 0.203; number 32, H, carries 0.198; number 33, H, carries 0.202; number 34, H, carries 0.202; number 35, H, carries 0.197; number 36, H, carries 0.203; number 37, H, carries 0.165; number 38, H, carries 0.190; number 39, H, carries 0.173; number 40, H, carries 0.173; number 41, H, carries 0.189